1.
Computed, not measured: a molecular structure, C34H59ClNPReSi at a distorted geometry, with ωB97M-V/def2-TZVPD.

```
98
C34H59ClNPReSi, DFT ωB97M-V/def2-TZVPD
Re 0.008 -1.838 0.358
P 0.069 0.641 -1.166
Cl 1.753 -2.163 -1.400
C 1.049 2.486 2.612
H 1.076 3.078 1.713
H 1.954 1.944 2.931
C -0.815 -0.334 -2.501
C 1.800 1.214 -1.842
C -1.469 0.456 -3.631
H -0.014 -0.978 -2.907
C -1.976 -0.522 -4.698
H -2.312 1.044 -3.237
H -0.758 1.155 -4.083
C -2.919 -1.594 -4.130
H -2.482 0.045 -5.491
H -1.100 -1.014 -5.149
C -2.393 -2.267 -2.862
H -3.895 -1.137 -3.917
H -3.098 -2.353 -4.896
C -1.859 -1.249 -1.862
H -3.183 -2.870 -2.399
H -1.570 -2.948 -3.119
H -2.679 -0.645 -1.449
H -1.422 -1.850 -1.000
C -0.869 2.310 -1.032
C 2.371 2.506 -1.224
H 2.421 0.365 -1.506
C 3.815 2.780 -1.673
H 1.758 3.373 -1.505
H 2.319 2.447 -0.132
C 3.988 2.739 -3.196
H 4.128 3.761 -1.292
H 4.470 2.026 -1.217
C 3.317 1.536 -3.869
H 3.599 3.667 -3.635
H 5.057 2.717 -3.428
C 1.884 1.277 -3.369
H 3.294 1.689 -4.957
H 3.922 0.637 -3.683
H 1.239 2.083 -3.751
H 1.521 0.344 -3.818
C -2.358 2.203 -0.681
H -0.330 2.738 -0.167
C -2.964 3.587 -0.376
H -2.904 1.770 -1.532
H -2.515 1.511 0.159
C -2.712 4.630 -1.474
H -4.043 3.480 -0.222
H -2.544 3.959 0.569
C -1.256 4.654 -1.945
H -3.366 4.421 -2.332
H -2.996 5.623 -1.112
C -0.725 3.248 -2.238
H -1.166 5.268 -2.850
H -0.630 5.127 -1.176
H -1.302 2.844 -3.079
H 0.307 3.323 -2.591
C -1.363 -0.980 1.240
C -0.133 2.274 3.206
H -1.216 0.082 0.976
C -0.404 1.441 4.429
H -1.045 2.814 2.921
C -0.429 -0.080 4.215
H 0.402 1.659 5.127
H -1.299 1.784 4.989
C -1.771 -0.756 3.812
H 0.404 -0.290 3.507
H -0.194 -0.508 5.210
C -2.294 -1.094 2.375
H -1.703 -1.723 4.343
H -2.596 -0.151 4.227
H -2.693 -2.125 2.337
H -3.173 -0.497 2.138
C 2.982 -0.880 3.558
Si 2.559 -2.479 2.706
C 3.794 -3.018 1.436
C 2.490 -3.760 4.061
N 1.059 -2.426 1.776
C -0.060 -3.294 1.913
C -0.587 -3.807 0.670
C -1.624 -4.821 0.815
C -2.062 -5.213 2.063
C -1.494 -4.700 3.248
C -0.485 -3.742 3.174
H 3.877 -1.131 4.152
H 2.230 -0.506 4.265
H 3.254 -0.079 2.859
H 4.656 -3.423 1.987
H 3.373 -3.801 0.792
H 4.113 -2.185 0.800
H 1.857 -3.465 4.909
H 2.158 -4.737 3.688
H 3.526 -3.849 4.423
H 0.045 -3.816 -0.272
H -2.001 -5.315 -0.091
H -2.852 -5.960 2.179
H -1.806 -5.052 4.228
H 0.008 -3.334 4.067
```

2S+1: 4
maximum force: 6.88 eV/A
energy relative to the best compared isomer or geometry (same formula, charge and spin): 286.1 kJ/mol
highest occupied orbital energy (alpha / beta): -5.48 / -7.24 eV
energy: -2554.84517 a.u.

2.
Computed, not measured: 2 unconnected molecules or ions with the total composition C34H59F3NO9P at a distorted geometry, with ωB97M-V/def2-TZVPD.

```
107
C34H59F3NO9P, DFT ωB97M-V/def2-TZVPD
C -0.877 1.611 -3.192
C 0.576 1.144 -2.935
P 0.624 -0.589 -2.353
C -0.388 -0.795 -0.834
C -0.474 0.415 0.138
C 2.385 -1.202 -2.120
C 3.350 -0.134 -1.565
C 2.854 0.569 -0.305
C 4.046 1.281 0.353
C 3.688 2.071 1.630
C 2.233 2.499 1.732
C 1.892 3.683 0.801
C 0.383 3.683 0.475
C -0.263 5.070 0.512
O -1.100 5.342 -0.623
C -2.176 4.551 -0.710
C -2.880 4.632 -2.041
O -2.595 3.844 0.188
C 2.879 -1.541 -3.529
O 4.246 -1.989 -3.525
C 5.007 -1.440 -4.478
F 6.179 -2.075 -4.529
F 4.454 -1.525 -5.700
F 5.277 -0.143 -4.230
O 2.486 -2.308 -1.202
C 2.351 -3.576 -1.782
O 3.351 -4.263 -1.872
C 1.015 -4.124 -2.247
C -0.015 -4.400 -1.123
C -1.412 -3.811 -1.418
N -2.412 -4.836 -1.680
C -3.761 -4.257 -1.636
C -3.924 -3.176 -2.666
C -3.290 -3.246 -3.874
C -3.392 -2.266 -4.800
C -4.159 -1.167 -4.540
C -4.820 -1.091 -3.361
C -4.698 -2.092 -2.443
O -5.389 -1.977 -1.246
H -1.519 0.801 -3.526
H -0.825 2.408 -3.926
H -1.245 2.045 -2.265
H 1.039 1.885 -2.276
H 1.116 1.200 -3.877
H -0.099 -1.693 -0.305
H -1.394 -0.989 -1.193
H -0.224 0.097 1.148
H -1.486 0.813 0.190
H 0.160 1.220 -0.209
H 4.248 -0.692 -1.294
H 3.649 0.568 -2.336
H 2.382 -0.121 0.390
H 2.187 1.364 -0.628
H 4.868 0.584 0.502
H 4.406 2.005 -0.383
H 4.276 2.990 1.629
H 4.016 1.505 2.501
H 2.091 2.884 2.743
H 1.521 1.684 1.639
H 2.461 3.537 -0.118
H 2.212 4.615 1.259
H -0.132 3.012 1.153
H 0.270 3.316 -0.544
H -0.851 5.164 1.422
H 0.496 5.844 0.522
H -3.890 4.271 -1.893
H -2.397 4.013 -2.794
H -2.858 5.654 -2.410
H 2.841 -0.599 -4.073
H 2.215 -2.213 -4.066
H 0.621 -3.482 -3.035
H 1.239 -5.078 -2.708
H -0.124 -5.474 -1.012
H 0.329 -3.926 -0.207
H -1.734 -3.158 -0.596
H -1.288 -3.145 -2.267
H -2.355 -5.480 -0.899
H -3.892 -3.777 -0.657
H -4.522 -5.032 -1.697
H -2.688 -4.127 -4.045
H -2.844 -2.365 -5.724
H -4.214 -0.406 -5.302
H -5.421 -0.216 -3.163
H -6.270 -1.675 -1.478
C -1.545 2.301 7.168
O -1.712 1.211 6.283
C -1.677 1.528 4.906
C -0.534 0.898 4.118
O 0.797 1.129 4.546
C 1.223 0.683 5.822
C 1.158 -0.805 6.141
O -0.135 -1.377 6.092
C -0.327 -2.388 5.124
H -2.507 2.576 7.608
H -0.882 1.991 7.979
H -1.102 3.171 6.679
H -1.682 2.612 4.752
H -2.604 1.139 4.467
H -0.586 1.332 3.114
H -0.698 -0.171 3.969
H 0.741 1.267 6.607
H 2.281 0.956 5.875
H 1.509 -0.913 7.174
H 1.859 -1.359 5.507
H 0.446 -2.385 4.352
H -1.296 -2.231 4.644
H -0.347 -3.369 5.610
```

maximum force: 2.49 eV/A
SMILES: CCP(CC)[C@](CCCCCCCCOC(C)=O)(COC(F)(F)F)OC(=O)CCCNCc1ccccc1O.COCCOCCOC
highest occupied orbital energy: -7.95 eV
energy: -2703.68550 a.u.

3.
Computed, not measured: a molecular structure, C34H60Br2ClIN3O14S4 at a distorted geometry, with ωB97M-V/def2-TZVPD.

```
119
C34H60Br2ClIN3O14S4, DFT ωB97M-V/def2-TZVPD
C 5.359 -0.703 0.979
C 3.774 -0.432 0.707
C 3.425 -0.252 -0.859
Cl 4.843 0.441 -1.848
C 2.061 0.577 -1.113
C 0.823 -0.146 -1.763
C 0.831 -1.688 -2.197
Br 2.121 -2.057 -3.704
C 1.070 -2.697 -0.938
C 0.249 -4.089 -1.162
C -0.472 0.651 -2.044
C -1.806 0.056 -2.694
O -2.336 0.556 -3.711
O -2.469 -1.100 -2.141
C -3.294 -0.715 -0.999
C -3.993 -2.051 -0.416
C -5.070 -1.745 0.727
C -5.966 -3.037 1.127
C -6.956 -3.519 -0.048
N -6.607 -4.857 -0.635
C -0.523 2.178 -1.676
C -1.803 3.078 -1.975
C -3.142 2.768 -1.280
C -4.229 3.752 -1.740
C -3.880 4.866 -2.712
N -2.653 5.220 -3.340
C -1.697 4.258 -2.923
C 0.735 2.772 -1.008
Br 0.661 4.709 -0.528
N 1.941 1.986 -0.754
I 3.483 3.050 0.172
H 5.857 -1.265 0.115
H 5.374 -1.441 1.870
H 5.918 0.228 1.319
H 3.260 -1.421 1.022
H 3.337 0.370 1.387
H 3.313 -1.325 -1.269
H -0.188 -2.022 -2.628
H 2.179 -3.024 -0.881
H 0.825 -2.208 0.064
H -0.040 -4.178 -2.266
H 0.966 -4.971 -0.954
H -0.619 -4.215 -0.435
H -2.618 -0.323 -0.153
H -4.109 0.045 -1.251
H -4.504 -2.657 -1.239
H -3.192 -2.739 0.058
H -5.816 -0.928 0.440
H -4.571 -1.408 1.725
H -6.634 -2.814 2.044
H -5.304 -3.937 1.418
H -8.051 -3.594 0.291
H -6.898 -2.757 -0.898
H -5.937 -4.709 -1.401
H -6.144 -5.466 0.055
H -3.305 1.930 -0.533
H -5.293 3.654 -1.337
H -4.758 5.557 -3.003
H -0.654 4.410 -3.397
O 0.032 5.635 -9.027
S 0.348 6.207 -7.745
O 0.770 7.576 -7.608
O 1.418 5.255 -6.994
C 2.631 4.925 -7.672
C 3.617 6.078 -7.647
C -1.010 5.927 -6.644
H 2.425 4.603 -8.697
H 3.066 4.071 -7.147
H 3.254 6.919 -8.241
H 4.582 5.769 -8.055
H 3.761 6.442 -6.627
H -1.305 4.880 -6.707
H -1.834 6.568 -6.958
H -0.702 6.186 -5.632
O -4.751 -1.221 4.298
S -4.421 0.092 4.791
O -3.323 0.854 4.254
O -4.274 0.028 6.398
C -3.370 -0.923 6.964
C -1.928 -0.470 6.837
C -5.876 1.099 4.742
H -3.516 -1.910 6.515
H -3.625 -1.011 8.023
H -1.610 -0.459 5.792
H -1.263 -1.141 7.385
H -1.806 0.546 7.222
H -6.702 0.548 5.190
H -6.095 1.320 3.697
H -5.683 2.023 5.285
O 3.019 5.643 5.038
S 4.250 5.488 4.310
O 4.688 4.205 3.818
O 5.450 6.157 5.158
C 5.651 5.736 6.508
C 6.338 4.384 6.577
C 4.263 6.637 2.963
H 4.704 5.726 7.055
H 6.289 6.485 6.983
H 5.690 3.594 6.194
H 6.599 4.137 7.608
H 7.246 4.381 5.969
H 3.979 7.620 3.335
H 3.540 6.292 2.223
H 5.261 6.657 2.526
O 1.616 -7.540 0.796
S 1.238 -8.788 0.182
O 0.782 -9.910 0.958
O 2.432 -9.279 -0.790
C 3.746 -9.405 -0.247
C 3.889 -10.666 0.586
C 0.041 -8.462 -1.082
H 4.012 -8.516 0.332
H 4.436 -9.456 -1.093
H 3.281 -10.609 1.491
H 4.928 -10.813 0.887
H 3.552 -11.540 0.024
H 0.400 -7.644 -1.705
H -0.893 -8.181 -0.593
H -0.105 -9.367 -1.671
```

maximum force: 6.52 eV/A
total charge: +1
highest occupied orbital energy: -10.75 eV
energy: -10047.17266 a.u.

4.
Computed, not measured: a molecular structure, C34H60N2O2SiSm at a distorted geometry, with ωB97M-V/def2-TZVPD.

```
100
C34H60N2O2SiSm, DFT ωB97M-V/def2-TZVPD
O -0.180 -0.144 -3.099
O -0.857 -2.323 -3.185
C -1.329 0.580 -3.605
C -1.080 2.075 -3.889
H -2.160 0.504 -2.910
H -1.732 0.097 -4.494
H -0.750 2.597 -2.992
H -1.998 2.558 -4.225
H -0.331 2.227 -4.665
C 0.829 -0.294 -4.134
C 0.421 -0.766 -5.553
H 1.571 -0.986 -3.746
H 1.335 0.655 -4.279
H -0.192 -1.664 -5.522
H 1.304 -0.999 -6.146
H -0.136 -0.002 -6.095
C 0.094 -3.306 -2.771
C -2.243 -2.629 -3.311
C 0.771 -3.984 -3.965
H -0.366 -4.044 -2.112
H 0.874 -2.815 -2.193
H 0.058 -4.487 -4.613
H 1.486 -4.731 -3.622
H 1.317 -3.263 -4.569
C -2.527 -3.536 -4.509
H -2.801 -1.704 -3.435
H -2.612 -3.097 -2.402
H -2.076 -3.141 -5.418
H -3.600 -3.624 -4.678
H -2.144 -4.540 -4.340
H -0.644 -1.357 -2.881
N 0.038 2.160 1.753
C -0.266 2.061 3.009
C -0.131 0.844 3.771
C 0.495 -0.307 3.459
C -0.858 3.212 3.839
H -1.879 3.423 3.521
H -0.279 4.127 3.726
H -0.887 3.005 4.908
C 0.473 -1.482 4.429
H 1.477 -1.704 4.794
H 0.081 -2.372 3.938
H -0.155 -1.286 5.298
N 1.177 -0.551 2.293
C -0.134 3.430 1.135
C -1.357 3.798 0.517
C -2.579 2.890 0.481
C -1.511 5.053 -0.077
H -2.442 5.319 -0.557
C -0.480 5.981 -0.049
H -0.609 6.950 -0.509
C 0.706 5.670 0.601
H 1.489 6.414 0.642
C 0.882 4.422 1.205
C 2.191 4.209 1.963
C 2.423 -1.222 2.274
C 2.524 -2.559 1.837
C 1.313 -3.368 1.397
C 3.770 -3.192 1.810
H 3.854 -4.213 1.468
C 4.913 -2.522 2.235
H 5.871 -3.022 2.214
C 4.818 -1.216 2.704
H 5.711 -0.716 3.052
C 3.582 -0.565 2.740
C 3.527 0.848 3.308
Sm 0.704 0.612 0.610
H -2.802 2.585 -0.541
H -3.453 3.426 0.853
H -2.475 2.003 1.095
H 2.051 3.603 2.856
H 2.597 5.156 2.319
H 2.942 3.735 1.334
H 1.569 -4.042 0.580
H 0.514 -2.729 1.032
H 0.930 -3.961 2.226
H 2.926 1.482 2.659
H 4.513 1.304 3.392
H 3.052 0.840 4.289
H -0.629 0.877 4.726
C -1.033 -0.336 0.089
Si -2.473 -1.086 1.104
H -1.119 0.716 -0.160
H -0.199 -0.979 -0.166
C -4.059 -0.778 0.148
C -2.864 -0.363 2.786
C -2.249 -2.923 1.386
H -1.863 -3.427 0.504
H -3.191 -3.396 1.656
H -1.548 -3.104 2.198
H -4.111 0.253 -0.199
H -4.931 -0.960 0.775
H -4.155 -1.425 -0.718
H -2.791 0.719 2.817
H -2.216 -0.783 3.551
H -3.881 -0.620 3.079
C 2.809 1.471 -0.392
H 2.572 2.264 -1.130
H 3.313 0.628 -0.907
H 3.501 1.860 0.376
```

2S+1: 6
maximum force: 9.10 eV/A
total charge: +1
highest occupied orbital energy (alpha / beta): -8.82 / -8.68 eV
energy: -2538.54504 a.u.